C10H7LaN2O5 as an isolated structure in a non-equilibrium geometry. Source: OMol25; level of theory: ωB97M-V with the def2-TZVPD basis set.

Each line ends with the Mulliken charge.
Positions of all 25 atoms, in Å:
O (0.01895, 5.23117, -4.57708)  -0.158
C (-0.10767, 4.18139, -4.14552)  0.149
La (0.88736, 0.04675, -1.44326)  1.457
O (-0.08671, 3.60167, -1.16162)  -0.122
C (0.07777, 2.46423, -1.29035)  0.162
C (-0.66160, -0.55420, -3.15158)  0.385
O (-1.38247, -1.52836, -2.93422)  -0.333
C (1.85525, 1.84936, -3.04773)  0.149
O (2.39026, 2.66990, -3.65561)  -0.088
C (-1.16629, 0.85819, -2.74053)  0.222
O (-1.95758, 1.61866, -3.21046)  -0.297
H (0.61958, -0.51375, -3.44577)  0.093
N (-0.12639, -2.19449, 4.62460)  -0.426
C (-0.06711, -1.76281, 3.33925)  1.180
C (1.06843, -2.02370, 2.54018)  -0.935
C (1.10189, -1.54378, 1.24202)  0.034
N (0.07167, -0.80973, 0.70651)  -0.413
C (-1.05303, -0.59419, 1.46776)  -0.295
C (-1.14828, -1.04934, 2.77057)  -0.679
H (0.63763, -2.70576, 5.04265)  0.216
H (-0.92579, -2.01619, 5.21073)  0.217
H (1.90001, -2.59407, 2.95086)  0.351
H (1.95747, -1.74021, 0.57251)  0.351
H (-1.86236, -0.04318, 0.97218)  0.427
H (-2.04099, -0.84751, 3.36392)  0.353

The net charge is +2. As for the multiplicity: 1. For the relative energy (zero: lowest compared OMol25 entry of this formula, charge and spin), the calculation gives 383.7 kJ/mol. For the total energy, the calculation gives -901.81137 a.u. Its HOMO energy (spin up / spin down) is -15.26 / -15.43 eV. Its LUMO energy (spin up / spin down) is -9.40 / -9.51 eV.